No. 1
The following is a quantum chemistry calculation of a molecular structure, C2H6N4, from the OMol25 dataset.

Geometry as XYZ:
```
12
Properties=species:S:1:pos:R:3:mulliken_charge:R:1
C -0.011 0.126 -1.139 0.529
C 0.265 -1.355 2.077 -0.269
H 0.428 2.016 -0.686 0.276
H -0.966 1.854 -0.755 0.328
H 0.095 0.136 -2.855 0.342
H 0.046 0.722 0.791 0.222
H 0.717 -2.306 2.383 0.264
H 0.085 -0.510 2.706 0.269
N -0.246 1.533 -1.395 -0.789
N -0.029 -0.623 -2.174 -0.558
N -0.657 -0.256 0.205 -0.268
N 0.273 -1.337 0.843 -0.346
```

Output
- LUMO energy: 0.20 eV
- Multiplicity: 1
- Gap between HOMO and LUMO: 10.317 eV
- HOMO energy: -10.1 eV

---

No. 2
The following is a quantum chemistry calculation of a single C2H6N4 molecule, from the OMol25 dataset.

Geometry as XYZ:
```
12
Properties=species:S:1:pos:R:3:mulliken_charge:R:1
N -0.956 -1.242 -1.175 -0.543
C -0.046 -0.398 -0.542 0.164
N 1.317 -0.183 -0.908 -0.388
N 1.391 0.692 0.423 -0.388
C 0.002 0.390 0.550 0.164
N -0.878 0.897 1.503 -0.543
H -1.871 -0.821 -1.285 0.240
H -0.604 -1.577 -2.062 0.266
H 1.940 -0.961 -0.690 0.262
H 1.588 1.624 0.059 0.262
H -0.391 1.389 2.241 0.266
H -1.493 0.190 1.887 0.240
```

Output
- SMILES: Nc1[nH][nH]c1N
- LUMO energy: 1.05 eV
- Multiplicity: 1
- Gap between HOMO and LUMO: 7.885 eV
- HOMO energy: -6.8 eV

---

No. 3
The following is a quantum chemistry calculation of a molecular structure, C2H6N4O, from the OMol25 dataset.

Geometry as XYZ:
```
13
Properties=species:S:1:pos:R:3:mulliken_charge:R:1
C -0.261 -2.427 0.556 -0.432
C 0.403 1.718 -0.959 -0.519
N -1.731 -2.798 -0.671 0.037
N -1.595 -2.152 -1.589 -0.198
N -0.244 -1.119 0.682 0.335
N 0.383 -0.290 -0.089 -0.647
O -0.034 1.048 0.219 -0.252
H -0.651 -3.048 1.287 0.312
H 0.621 -2.700 -0.024 0.311
H 0.069 2.684 -0.941 0.310
H 0.002 1.151 -1.807 0.251
H 1.501 1.610 -1.127 0.223
H -0.818 -0.600 1.383 0.269
```

Output
- LUMO energy (spin up / spin down): 0.66 / 0.54 eV
- Multiplicity: 1
- Gap between HOMO and LUMO (spin up / spin down): 7.860 / 7.975 eV
- HOMO energy (spin up / spin down): -7.2 / -7.4 eV

---

No. 4
The following is a quantum chemistry calculation of a single C2H6N4O molecule, from the OMol25 dataset.

Geometry as XYZ:
```
13
Properties=species:S:1:pos:R:3:mulliken_charge:R:1
H -2.045 -0.807 -1.220 0.203
N -1.399 -1.059 -2.044 -0.643
C -0.214 -0.903 -1.635 0.186
N 0.230 -0.218 -0.573 0.074
O 1.416 0.328 -0.661 -0.433
C -0.631 0.529 0.200 -0.177
N -0.506 1.020 1.363 -0.431
N 0.781 0.594 1.910 -0.457
H 0.584 -1.364 -2.273 0.343
H 1.775 0.150 0.263 0.453
H -1.562 0.875 -0.276 0.405
H 0.664 -0.330 2.267 0.246
H 0.907 1.185 2.679 0.230
```

Output
- SMILES: [H]/N=C\N(O)/C=N\N
- LUMO energy: 0.78 eV
- Multiplicity: 1
- Gap between HOMO and LUMO: 9.935 eV
- HOMO energy: -9.2 eV

---

No. 5
The following is a quantum chemistry calculation of 2 unconnected molecules or ions with the total composition C2H6N4O, from the OMol25 dataset.

Geometry as XYZ:
```
13
Properties=species:S:1:pos:R:3:mulliken_charge:R:1
C 0.327 -0.878 -0.752 -0.711
C 1.006 -0.082 0.184 0.653
N -1.961 -0.991 -0.230 -0.394
N 0.261 0.642 1.077 -0.030
N 2.344 0.119 0.134 -0.387
N -2.420 0.198 -0.452 -0.107
O 0.952 1.525 1.800 -0.507
H 0.804 -1.225 -1.613 0.283
H -1.758 -1.157 0.764 0.281
H 3.062 -0.346 -0.425 0.171
H 2.653 0.782 0.803 0.232
H -2.636 1.104 0.148 0.262
H -2.635 0.309 -1.437 0.254
```

Output
- LUMO energy (spin up / spin down): -0.42 / -0.68 eV
- Multiplicity: 1
- Gap between HOMO and LUMO (spin up / spin down): 7.525 / 7.340 eV
- HOMO energy (spin up / spin down): -7.9 / -8.0 eV

---

No. 6
The following is a quantum chemistry calculation of a molecular structure, C2H6N4O2, from the OMol25 dataset.

Geometry as XYZ:
```
14
Properties=species:S:1:pos:R:3:mulliken_charge:R:1
C 0.412 -0.247 0.236 0.325
C -0.729 1.728 0.812 0.056
H 1.680 -2.200 -0.915 0.401
H 0.991 -1.405 1.578 0.337
H -0.716 0.668 -1.020 0.378
H -0.768 -1.850 -0.896 0.392
H -1.230 2.085 1.663 0.411
H -1.720 2.984 -0.162 0.239
N 0.789 -1.478 0.603 -0.202
N 0.246 -0.036 -1.089 -0.184
N 0.101 0.706 1.110 -0.589
N -0.975 2.325 -0.277 -0.650
O 2.003 -1.989 0.110 -0.424
O -0.084 -1.292 -1.755 -0.490
```

Output
- LUMO energy: 0.26 eV
- Multiplicity: 1
- Gap between HOMO and LUMO: 9.926 eV
- HOMO energy: -9.7 eV

---

No. 7
The following is a quantum chemistry calculation of 3 unconnected molecules or ions with the total composition C2H6N4O2, from the OMol25 dataset.

Geometry as XYZ:
```
14
Properties=species:S:1:pos:R:3:mulliken_charge:R:1
H -0.948 1.775 -0.215 0.289
N -0.269 1.591 -0.963 -0.442
N -0.470 0.689 -1.707 0.204
C -1.248 -0.358 -2.006 0.223
O -1.269 -1.464 -1.519 -0.482
H -1.797 -0.162 -3.088 0.217
N -2.818 -1.000 1.586 -0.355
C -2.915 -0.123 0.819 0.521
O -2.911 0.802 0.117 -0.495
H -3.153 -2.004 1.665 0.320
N 4.582 -0.200 1.361 -0.666
H 3.868 -0.236 0.625 0.224
H 5.234 0.555 1.097 0.221
H 4.116 0.134 2.228 0.221
```

Output
- SMILES: [H]/N=N\C=O.N=C=O.N
- LUMO energy: -0.02 eV
- Multiplicity: 1
- Gap between HOMO and LUMO: 9.247 eV
- HOMO energy: -9.3 eV

---

No. 8
The following is a quantum chemistry calculation of a single C2H6N4S molecule, from the OMol25 dataset.

Geometry as XYZ:
```
13
Properties=species:S:1:pos:R:3:mulliken_charge:R:1
H 1.259 -1.934 -0.901 0.287
N 1.972 -1.408 -0.374 -0.680
C 1.574 -0.295 0.034 0.315
N 2.482 0.650 0.469 -0.560
C 0.188 0.325 -0.165 0.526
N 0.000 1.488 -0.582 -0.666
H 0.870 2.010 -0.791 0.292
N -0.865 -0.588 0.134 -0.360
S -2.506 -0.161 0.089 -0.176
H 3.212 0.115 0.939 0.291
H 2.075 1.343 1.073 0.277
H -0.628 -1.261 0.839 0.304
H -2.398 1.125 0.676 0.148
```

Output
- SMILES: [H]/N=C(N)\C(=N/[H])NS
- LUMO energy: 0.63 eV
- Multiplicity: 1
- Gap between HOMO and LUMO: 9.763 eV
- HOMO energy: -9.1 eV

---

No. 9
The following is a quantum chemistry calculation of 2 unconnected molecules or ions with the total composition C2H6N4S, from the OMol25 dataset.

Geometry as XYZ:
```
13
Properties=species:S:1:pos:R:3:mulliken_charge:R:1
C 0.960 -0.129 0.062 0.517
C 1.872 -1.091 0.840 -0.991
N -1.746 1.609 0.032 -0.356
N -2.452 0.801 -0.304 0.826
N 0.038 -0.646 -0.567 -0.576
N -3.432 0.203 -0.573 -0.776
S 1.679 1.603 -0.021 -0.241
H 2.202 -0.655 1.788 0.339
H 2.803 -1.339 0.275 0.275
H 1.262 -2.015 1.019 0.269
H -0.529 0.021 -1.159 0.302
H -3.433 -0.762 -0.905 0.287
H 0.777 2.399 -0.487 0.124
```

Output
- LUMO energy: 0.85 eV
- Multiplicity: 1
- Gap between HOMO and LUMO: 10.377 eV
- HOMO energy: -9.5 eV

---

No. 10
The following is a quantum chemistry calculation of a molecular structure, C2H6N4S, from the OMol25 dataset.

Geometry as XYZ:
```
13
Properties=species:S:1:pos:R:3:mulliken_charge:R:1
C -0.342 0.285 0.038 0.300
C 1.636 -1.309 -0.099 0.029
H -3.006 -1.078 1.174 0.252
H -2.821 -1.628 -0.632 0.242
H -2.165 0.994 -0.137 0.221
H -0.443 -1.716 0.097 0.282
H 1.699 -2.400 -0.890 0.174
H 3.479 -0.882 -0.423 0.284
N -2.599 -0.818 0.000 -0.781
N -1.680 0.194 -0.187 0.030
N 0.226 -1.022 0.216 -0.219
N 2.504 -0.440 0.177 -0.460
S 0.396 1.716 -0.017 -0.353
```

Output
- LUMO energy: 0.42 eV
- Multiplicity: 1
- Gap between HOMO and LUMO: 8.596 eV
- HOMO energy: -8.2 eV

---

No. 11
The following is a quantum chemistry calculation of 2 unconnected molecules or ions with the total composition C2H6N5, from the OMol25 dataset.

Geometry as XYZ:
```
13
Properties=species:S:1:pos:R:3:mulliken_charge:R:1
C -0.022 -0.732 0.820 0.415
C -1.301 -0.061 0.706 -0.390
N -0.208 0.356 -2.564 -0.337
N 0.425 1.058 -1.986 0.816
N -0.999 -1.365 1.271 -0.092
N 1.136 1.475 -1.126 -0.653
N 1.176 -0.646 0.489 -0.265
H -1.475 0.752 1.501 0.224
H -1.926 0.109 -0.167 0.287
H -1.528 -2.083 1.692 0.227
H 1.469 2.324 -1.151 0.153
H 1.360 0.213 -0.070 0.345
H 1.894 -1.400 0.584 0.269
```

Output
- LUMO energy: -3.30 eV
- Multiplicity: 1
- Gap between HOMO and LUMO: 11.466 eV
- HOMO energy: -14.8 eV
- Charge: +1

---

No. 12
The following is a quantum chemistry calculation of a gas-phase ion, C2H6N5 (charge +1), from the OMol25 dataset.

Geometry as XYZ:
```
13
Properties=species:S:1:pos:R:3:mulliken_charge:R:1
H 0.477 -2.155 0.088 0.297
N 0.113 -1.262 0.420 -0.444
C 0.666 -0.154 0.133 0.706
N 1.838 0.076 -0.504 -0.366
C -0.141 1.165 0.377 -0.525
N -1.543 1.144 -0.008 -0.291
N -2.053 0.094 -0.145 0.350
N -1.750 -1.072 -0.115 -0.101
H 2.028 1.039 -0.838 0.226
H 2.533 -0.597 -0.467 0.229
H -0.167 1.548 1.509 0.323
H 0.340 2.019 -0.125 0.307
H -2.341 -1.845 -0.325 0.289
```

Output
- SMILES: [H]/N=C(\N)CN=[N+]=N
- LUMO energy: -5.94 eV
- Multiplicity: 1
- Gap between HOMO and LUMO: 8.350 eV
- HOMO energy: -14.3 eV
- Charge: +1

---

No. 13
The following is a quantum chemistry calculation of a gas-phase ion, C2H6N5 (charge +1), from the OMol25 dataset.

Geometry as XYZ:
```
13
Properties=species:S:1:pos:R:3:mulliken_charge:R:1
N 3.382 -0.415 0.859 -0.281
C 2.514 0.106 0.316 0.283
N 1.485 0.454 -0.466 -0.348
N 0.046 0.937 0.196 -0.250
C -0.838 -0.115 -0.026 0.525
N -1.900 -0.061 0.785 -0.408
N -0.696 -0.991 -0.966 -0.332
H 1.710 1.108 -1.251 0.293
H 0.136 1.424 1.154 0.330
H -2.795 -0.357 0.453 0.271
H -1.897 0.857 1.442 0.299
H -1.325 -1.855 -0.921 0.285
H 0.176 -1.092 -1.577 0.335
```

Output
- SMILES: N#CN[NH+]=C(N)N
- LUMO energy: -4.19 eV
- Multiplicity: 1
- Gap between HOMO and LUMO: 10.513 eV
- HOMO energy: -14.7 eV
- Charge: +1

---

No. 14
The following is a quantum chemistry calculation of a single C2H6N6 molecule, from the OMol25 dataset.

Geometry as XYZ:
```
14
Properties=species:S:1:pos:R:3:mulliken_charge:R:1
N 0.725 0.865 -1.922 -0.496
N -0.739 1.047 -1.358 -0.476
C -0.828 0.402 -0.277 0.439
N -1.903 -0.130 0.426 -0.225
C -1.296 -1.205 1.258 -0.090
N 0.049 -1.314 1.212 -0.530
N 0.366 -0.130 0.383 0.308
N 1.825 0.052 0.482 -0.616
H 1.471 1.098 -1.146 0.309
H 0.748 1.503 -2.943 0.257
H -2.703 -0.409 0.056 0.265
H -2.050 -1.681 2.054 0.281
H 2.625 -0.701 0.251 0.272
H 1.708 0.601 1.522 0.302
```

Output
- SMILES: N/N=c1/[nH]cnn1N
- LUMO energy: 0.84 eV
- Multiplicity: 1
- Gap between HOMO and LUMO: 8.709 eV
- HOMO energy: -7.9 eV

---

No. 15
The following is a quantum chemistry calculation of a single C2H6N6O molecule, from the OMol25 dataset.

Geometry as XYZ:
```
15
Properties=species:S:1:pos:R:3:mulliken_charge:R:1
H 1.518 2.089 1.970 0.256
N 1.802 1.772 1.073 -0.752
C 1.035 0.838 0.706 0.524
N 0.040 0.311 1.452 -0.616
C -0.722 -0.314 0.656 0.444
N -1.886 -1.012 0.873 -0.380
N -0.315 -0.269 -0.687 0.194
N -0.410 -1.509 -1.431 -0.679
N 0.974 0.282 -0.571 -0.025
O 1.135 1.256 -1.533 -0.423
H -2.353 -0.857 1.735 0.251
H -2.351 -1.364 0.048 0.254
H 0.071 -1.278 -2.315 0.331
H 0.267 -2.028 -0.917 0.268
H 1.195 2.082 -1.058 0.352
```

Output
- SMILES: [H]/N=c1\nc(N)n(N)n1O
- LUMO energy: 0.76 eV
- Multiplicity: 1
- Gap between HOMO and LUMO: 9.884 eV
- HOMO energy: -9.1 eV

---

No. 16
The following is a quantum chemistry calculation of 2 unconnected molecules or ions with the total composition C2H6NO2, from the OMol25 dataset.

Geometry as XYZ:
```
11
Properties=species:S:1:pos:R:3:mulliken_charge:R:1
C -1.644 0.617 -0.697 -0.581
C 1.821 -0.283 0.625 -0.383
N -0.712 -0.182 -0.106 0.623
O -0.609 -1.270 0.355 -0.289
O 1.122 0.473 -0.130 -0.301
H -1.092 1.530 -1.063 0.304
H -2.460 0.938 0.003 0.347
H -2.155 -0.089 -1.376 0.348
H 2.505 -0.815 -0.011 0.296
H 1.001 -1.109 0.868 0.355
H 2.221 0.189 1.530 0.280
```

Output
- LUMO energy (spin up / spin down): -7.52 / -7.52 eV
- Multiplicity: 1
- Gap between HOMO and LUMO (spin up / spin down): 8.303 / 8.305 eV
- HOMO energy (spin up / spin down): -15.8 / -15.8 eV
- Charge: +1

---

No. 17
The following is a quantum chemistry calculation of a single C2H6NO2P molecule, from the OMol25 dataset.

Geometry as XYZ:
```
12
Properties=species:S:1:pos:R:3:mulliken_charge:R:1
C 1.770 -0.328 -0.094 -0.871
N 0.377 0.012 -0.256 0.171
O 0.164 1.394 -0.292 -0.492
C -0.714 -0.747 -0.030 0.422
O -0.779 -1.934 0.091 -0.540
P -2.234 0.621 0.083 -0.066
H 2.316 -0.110 -1.015 0.251
H 2.188 0.275 0.717 0.299
H 1.852 -1.382 0.149 0.365
H 0.104 1.678 -1.221 0.361
H -1.902 0.894 1.405 0.047
H -3.141 -0.373 0.463 0.053
```

Output
- SMILES: CN(O)C(=O)P
- LUMO energy: 0.60 eV
- Multiplicity: 1
- Gap between HOMO and LUMO: 9.684 eV
- HOMO energy: -9.1 eV

---

No. 18
The following is a quantum chemistry calculation of a single C2H6NO2P molecule, from the OMol25 dataset.

Geometry as XYZ:
```
12
Properties=species:S:1:pos:R:3:mulliken_charge:R:1
N 2.199 -0.402 -0.161 -0.430
C 0.828 -0.488 0.161 0.596
O 0.288 -1.572 0.182 -0.565
C 0.034 0.957 0.294 -0.378
O -1.245 0.896 -0.278 -0.344
P -2.279 -0.334 0.096 0.039
H 2.782 0.383 -0.175 0.200
H 2.494 -1.376 0.109 0.276
H 0.728 1.763 -0.083 0.267
H -0.258 0.996 1.376 0.311
H -3.530 0.218 -0.527 0.027
H -2.041 -1.041 -0.994 0.000
```

Output
- SMILES: NC(=O)COP
- LUMO energy: 0.74 eV
- Multiplicity: 1
- Gap between HOMO and LUMO: 9.757 eV
- HOMO energy: -9.0 eV

---

No. 19
The following is a quantum chemistry calculation of 2 unconnected molecules or ions with the total composition C2H6NO3, from the OMol25 dataset.

Geometry as XYZ:
```
12
Properties=species:S:1:pos:R:3:mulliken_charge:R:1
C -1.276 -0.046 2.261 -0.618
N -0.233 0.184 1.223 -0.411
C -0.558 -0.262 -0.228 0.600
O 0.032 0.476 -1.085 -0.825
O -1.291 -1.273 -0.189 -0.706
H -1.526 0.914 2.807 0.253
H -0.968 -0.808 2.927 0.191
H -2.232 -0.412 1.800 0.246
H -0.075 1.153 0.921 0.232
H 1.994 0.518 -1.513 0.403
H 2.570 0.292 -2.829 0.315
O 2.868 0.659 -1.836 -0.680
```

Output
- LUMO energy: 4.23 eV
- Multiplicity: 1
- Gap between HOMO and LUMO: 8.658 eV
- HOMO energy: -4.4 eV
- Charge: -1

---

No. 20
The following is a quantum chemistry calculation of 2 unconnected molecules or ions with the total composition C2H6NO3P, from the OMol25 dataset.

Geometry as XYZ:
```
13
Properties=species:S:1:pos:R:3:mulliken_charge:R:1
C 2.931 0.036 -0.589 -0.453
C -2.751 0.294 0.775 -0.692
N 1.219 -0.416 0.926 -0.221
O -0.894 0.291 -1.405 -0.413
O 2.270 -0.803 0.361 -0.068
O -1.971 -0.800 0.552 -0.207
P -1.024 -0.960 -0.750 0.344
H 2.534 -0.030 -1.652 0.236
H 3.907 -0.338 -0.419 0.260
H 2.875 1.094 -0.286 0.271
H -3.561 0.162 0.135 0.319
H -2.221 1.149 0.674 0.332
H -3.314 0.321 1.678 0.293
```

Output
- LUMO energy (spin up / spin down): -0.23 / -0.33 eV
- Multiplicity: 1
- Gap between HOMO and LUMO (spin up / spin down): 8.624 / 8.550 eV
- HOMO energy (spin up / spin down): -8.9 / -8.9 eV

---

Energy in eV, matching the order above: -8126.51117; -8129.03940; -10174.34454; -10175.27068; -10171.20640; -12220.79877; -12223.75652; -18966.20661; -18963.98460; -18962.68664; -9610.87367; -9610.15178; -9612.74248; -11104.86398; -13156.41727; -7742.20373; -17042.72598; -17043.89474; -9805.04613; -19088.10397
Max |F| in eV/Å, matching the order above: 8.76; 1.95; 4.58; 4.64; 4.91; 5.39; 4.72; 2.15; 4.35; 5.76; 6.18; 4.18; 4.39; 7.73; 3.29; 7.31; 2.91; 4.81; 5.40; 4.03